# 1
46
Properties=species:S:1:pos:R:3:forces:R:3:lowdin_charge:R:1 method="wB97M-V/def2-TZVPD" charge=+1 lumo_ev=-4.1 orbital_gap_ev=7.96 smiles=Cc1cc(-c2ncccn2)cc[n+]1C(c1ccccc1Cl)c1ccccc1Cl e_above_lowest_kcal_mol=0.0 total_energy_ev=-53652.93805
C 0.753267 2.417526 -1.204948 -0.241 -0.348 0.395 0.02
C -0.061106 1.537639 -0.264070 0.135 0.078 -0.475 -0.16
C -0.968537 2.178730 0.572206 -0.160 -0.545 -0.193 0.06
C -1.854799 1.466729 1.365575 0.479 -1.081 -0.463 -0.09
C -2.895641 2.123032 2.175503 -1.834 0.893 0.777 -0.29
N -2.824935 3.454418 2.360157 0.568 -0.179 -0.024 0.14
C -3.739546 4.035324 3.134290 0.013 0.006 -0.331 -0.09
C -4.772655 3.299765 3.691670 0.081 0.272 0.451 -0.04
C -4.808864 1.958720 3.437174 0.555 -0.864 -0.697 -0.09
N -3.887753 1.354629 2.641202 -0.130 0.152 0.740 0.14
C -1.740462 0.063938 1.329988 0.234 -0.379 -0.055 0.05
C -0.759191 -0.556948 0.559472 -0.630 0.680 0.071 0.02
N 0.035533 0.162397 -0.277759 -0.190 1.148 0.631 0.03
C 1.005967 -0.477976 -1.214486 0.849 -0.562 -0.385 -0.23
C 2.453580 -0.490615 -0.648576 -1.778 -0.134 0.900 -0.21
C 2.721042 -0.593620 0.738265 -0.097 -0.187 -0.172 -0.03
C 4.031453 -0.727583 1.176235 0.487 -0.232 0.725 -0.06
C 5.110077 -0.713246 0.270851 -0.683 0.408 0.341 -0.06
C 4.820513 -0.541429 -1.058647 0.290 0.211 -0.987 -0.09
C 3.503169 -0.449460 -1.524765 0.917 -0.176 -0.235 -0.59
Cl 3.231865 -0.331669 -3.244260 0.061 0.023 0.226 0.75
C 0.481242 -1.851359 -1.689900 0.087 -0.862 0.416 -0.20
C 0.985886 -3.116068 -1.254662 -0.891 0.103 -0.362 0.00
C 0.390320 -4.334934 -1.671002 0.526 0.988 -0.129 -0.07
C -0.667833 -4.334394 -2.564447 -0.019 1.320 -0.289 -0.05
C -1.155244 -3.077052 -3.033737 -0.314 -1.091 -0.486 -0.08
C -0.608625 -1.870670 -2.597341 0.498 -0.779 0.377 -0.58
Cl -1.249393 -0.362704 -3.190542 -0.071 -0.207 -0.019 0.74
H 0.362547 3.440491 -1.079751 0.554 -0.405 -0.038 0.10
H 0.599886 2.144130 -2.251171 -0.016 -0.090 0.050 0.09
H 1.833517 2.345423 -0.989699 -0.431 0.180 -0.042 0.11
H -1.076400 3.244280 0.510760 0.178 0.295 0.096 0.12
H -3.673422 5.115364 3.310556 0.177 -0.433 -0.212 0.13
H -5.509079 3.702641 4.368065 0.000 0.367 -0.063 0.11
H -5.607383 1.379462 3.917258 0.486 -0.220 -0.561 0.12
H -2.443464 -0.564416 1.885819 0.415 0.328 -0.092 0.13
H -0.644870 -1.635152 0.575539 0.079 0.167 -0.247 0.15
H 1.033874 0.165252 -2.115066 -0.168 -0.355 0.629 0.06
H 1.905037 -0.600692 1.490882 0.566 -0.013 -0.706 0.12
H 4.233768 -0.873926 2.252414 -0.185 0.217 -0.703 0.12
H 6.160063 -0.736895 0.565420 -0.447 -0.179 0.195 0.12
H 5.637717 -0.444085 -1.774056 -0.280 -0.142 0.088 0.12
H 1.825059 -3.257295 -0.571330 -0.115 0.701 -0.168 0.12
H 0.854623 -5.260922 -1.346907 -0.208 0.080 0.049 0.11
H -1.070312 -5.276299 -2.949146 0.004 0.495 0.155 0.12
H -1.950489 -3.110482 -3.813033 0.646 0.351 0.822 0.12

---

# 2
22
Properties=species:S:1:pos:R:3:forces:R:3:lowdin_charge:R:1 method="wB97M-V/def2-TZVPD" lumo_ev=1.1 orbital_gap_ev=12.18 smiles=CCC.CCC e_above_lowest_kcal_mol=29.0 total_energy_ev=-6480.40186
C -0.868866 0.179275 -2.605290 1.883 0.859 0.579 -0.14
C -0.865006 -1.006552 -1.655444 1.956 -2.008 -2.254 -0.37
C -2.136660 -0.986118 -0.907490 -2.020 -0.856 3.029 -0.17
H -1.425566 0.883317 -2.028186 -0.980 1.032 -0.480 0.04
H -1.327381 -0.203622 -3.505790 -0.195 0.891 -0.444 0.07
H 0.117591 0.758421 -2.760363 -1.219 -1.508 -0.158 0.10
H -0.694277 -1.930789 -2.357534 -0.548 1.198 1.640 0.13
H 0.010556 -0.981085 -1.015257 0.010 -0.074 0.354 0.08
H -3.016107 -0.721914 -1.526861 0.548 0.086 0.223 0.08
H -2.469378 -1.944925 -0.358178 0.865 1.093 -0.994 0.09
H -2.051125 -0.247269 -0.027361 -0.266 -0.706 -1.453 0.09
C 2.505073 0.491972 1.150608 0.357 1.432 1.786 -0.12
C 1.073267 1.043884 1.425505 -0.957 1.038 -1.399 -0.32
C 0.306355 0.273864 2.497684 0.625 0.640 2.072 -0.15
H 3.244150 1.213698 0.761447 -0.849 -0.131 -0.730 0.07
H 2.497624 -0.423359 0.620972 -0.033 -0.794 -0.878 0.04
H 3.059648 0.277133 2.081076 -0.704 -0.212 0.221 0.07
H 1.071745 2.166698 1.618889 0.204 -1.425 0.064 0.11
H 0.427768 0.961053 0.502674 0.939 0.089 0.455 0.08
H 0.426892 -0.793430 2.363755 -0.154 -0.308 -0.165 0.06
H 0.811180 0.507482 3.472866 -0.330 -0.380 -0.565 0.08
H -0.768301 0.500642 2.724413 0.870 0.044 -0.900 0.08

---

# 3
13
Properties=species:S:1:pos:R:3:forces:R:3:lowdin_charge:R:1 method="wB97M-V/def2-TZVPD" lumo_ev=0.6 orbital_gap_ev=10.04 smiles="C=C=CC.O=C=O" e_above_lowest_kcal_mol=22.1 total_energy_ev=-9376.13524
C 0.049114 -1.952195 -0.196618 0.045 0.099 0.026 0.01
C 0.713713 -0.841877 -0.011263 -0.082 0.092 0.050 -0.13
C 1.185554 0.350083 0.236871 -0.061 -0.204 -0.020 -0.19
C 1.076107 1.516448 -0.708376 0.004 0.041 -0.100 -0.10
H -0.999622 -1.978405 0.088239 0.147 -0.176 -0.055 0.04
H 0.461998 -2.864121 -0.614651 0.114 0.177 -0.001 0.06
H 1.588587 0.547041 1.229841 0.097 -0.094 -0.161 0.11
H 0.542361 1.234850 -1.620363 0.116 0.017 0.122 0.08
H 2.060000 1.908685 -0.986356 -0.112 -0.055 0.049 0.07
H 0.517562 2.327761 -0.226367 0.110 -0.123 -0.062 0.07
O -1.520801 0.950733 1.054978 -0.746 -0.512 0.018 0.20
C -2.250921 0.049319 0.959603 -0.103 0.129 0.060 -0.40
O -2.991270 -0.847676 0.867631 0.470 0.610 0.074 0.19

---

# 4
50
Properties=species:S:1:pos:R:3:forces:R:3:lowdin_spin:R:1 method="wB97M-V/def2-TZVPD" s_squared=3.774 charge=-1 lumo_ev="1.7 / 1.2" orbital_gap_ev="7.60 / 7.04" spin_multiplicity=4 e_above_lowest_kcal_mol=0.0 total_energy_ev=-95822.04656
Tc -2.625254 0.491329 1.113446 -0.009 0.025 0.085 2.54
O -4.850467 0.663547 4.015273 -0.007 0.004 -0.011 0.01
S -4.765411 0.104096 2.706344 -0.043 -0.008 0.050 0.01
O -5.908457 -0.678709 2.276414 0.020 0.003 -0.003 0.00
O -3.470015 -0.716988 2.512093 -0.003 0.037 -0.023 0.06
O -4.458379 1.183712 1.635265 0.059 0.001 -0.019 0.07
O -1.472258 2.273248 -2.348819 0.013 0.011 0.006 0.02
C -1.392237 1.546389 -1.384797 -0.051 -0.031 -0.008 0.01
O -2.109365 1.739976 -0.301993 -0.011 -0.035 -0.024 0.09
C -0.429321 0.380686 -1.400444 0.001 0.028 0.004 0.01
C 0.365272 0.279128 -2.529657 0.007 0.015 -0.014 0.00
C 1.243272 -0.776460 -2.686824 -0.007 -0.008 0.029 0.01
C 1.340671 -1.771587 -1.731964 0.008 0.003 -0.021 0.00
C 0.578795 -1.655046 -0.597005 -0.004 -0.010 0.009 0.01
C -0.319062 -0.581477 -0.364127 0.051 -0.007 0.028 0.01
O -0.994086 -0.554845 0.743778 -0.040 -0.005 -0.069 0.07
N 0.706067 -2.738555 0.384615 0.004 0.013 0.001 0.00
O 0.741149 -3.875654 -0.055933 0.001 0.009 0.006 0.00
O 0.799443 -2.447155 1.556236 -0.007 -0.013 -0.008 0.00
N 2.060784 -0.871686 -3.893105 -0.011 -0.009 -0.019 0.00
O 1.912916 -0.023271 -4.750595 0.006 -0.001 0.009 0.00
O 2.839597 -1.805397 -3.977321 0.001 0.007 0.005 0.00
H 0.274080 1.041912 -3.289408 0.002 -0.001 0.000 0.00
H 1.995498 -2.618273 -1.871242 0.001 0.002 -0.002 0.00
N -5.589527 -1.342183 -0.390877 0.000 -0.021 0.000 0.00
C -4.440079 -1.150343 -1.031139 0.004 0.048 0.013 0.01
N -4.356443 -1.501107 -2.337706 -0.013 0.014 -0.007 0.00
O -3.418485 -0.661025 -0.500808 0.032 -0.078 -0.028 0.02
H -6.392856 -1.680463 -0.887534 -0.001 0.002 0.000 0.00
H -5.693308 -1.096965 0.603911 -0.003 0.013 0.001 0.00
H -5.071746 -2.032345 -2.795838 0.002 -0.006 0.001 0.00
H -3.468345 -1.376614 -2.789430 0.001 0.000 0.001 0.00
S 2.756299 3.946503 -0.485540 0.002 -0.008 -0.019 0.00
C 1.778617 3.134748 0.574201 0.025 0.018 0.085 0.00
S 0.122565 3.566186 0.863801 -0.012 -0.015 -0.030 0.00
C -0.064570 2.197426 1.923355 0.003 0.007 0.030 0.02
N 1.012337 1.517380 2.082305 -0.006 -0.010 -0.026 -0.01
N 2.043792 2.040212 1.343399 -0.006 -0.002 -0.034 0.00
C 3.250294 1.272231 1.354961 0.004 -0.004 0.008 0.00
C 3.136261 -0.108197 1.460002 -0.003 -0.012 0.001 0.00
C 4.280950 -0.887393 1.478028 0.007 0.003 0.002 0.00
C 5.533571 -0.294744 1.395355 -0.002 0.003 0.000 0.00
C 5.634036 1.085922 1.313805 0.001 0.001 0.001 0.00
C 4.496018 1.879676 1.298375 -0.009 0.002 -0.003 0.00
S -1.565198 1.818350 2.747630 -0.006 0.003 0.004 0.05
H 2.158997 -0.558503 1.556738 0.000 0.003 -0.004 0.00
H 4.186691 -1.962799 1.561676 0.000 0.001 -0.001 0.00
H 6.427131 -0.905737 1.403325 0.000 0.000 0.000 0.00
H 6.606944 1.557856 1.263678 -0.001 0.000 0.000 0.00
H 4.572820 2.953010 1.234096 0.001 0.007 -0.005 0.00

---

# 5
17
Properties=species:S:1:pos:R:3:forces:R:3:lowdin_spin:R:1 method="wB97M-V/def2-TZVPD" s_squared=2.011 lumo_ev="0.2 / -2.7" orbital_gap_ev="6.28 / 6.73" spin_multiplicity=3 e_above_lowest_kcal_mol=0.0 total_energy_ev=-29361.00909
C -1.257077 1.277436 -0.932730 -3.057 -2.853 0.689 0.23
C 0.066455 1.571667 -0.928036 4.299 0.126 0.570 0.49
C -1.115531 -0.798252 0.402262 4.141 -1.496 2.810 0.53
C -1.776173 0.086173 -0.344270 -4.175 6.202 -3.831 0.36
C 1.082881 0.650442 -0.211410 0.540 0.302 -0.649 0.05
C 0.360873 -0.729086 0.331552 1.903 1.034 -0.814 0.05
O 1.717862 1.369817 0.875608 -0.947 -1.209 0.690 0.03
O 1.127055 -1.089389 1.473456 -0.506 -0.070 0.455 0.02
S 0.678507 -1.993823 -0.958289 0.154 -0.799 -0.616 0.12
I -3.971070 0.108027 -0.251045 1.343 -0.290 -0.049 0.05
H -1.872297 1.964762 -1.485463 -0.649 -0.130 0.148 0.00
H 0.461206 2.493818 -1.432889 -0.385 -1.164 0.592 0.02
H -1.451012 -1.605175 0.977959 -1.018 -0.861 0.494 0.02
H 1.963726 0.416487 -0.989573 -1.995 0.058 1.775 0.01
H 1.575921 0.829646 1.708202 0.321 0.805 -1.394 0.00
H 0.897235 -1.950780 1.880523 -0.272 0.722 -0.563 0.00
H 1.511437 -2.601778 -0.115859 0.305 -0.376 -0.307 0.01

---

# 6
50
Properties=species:S:1:pos:R:3:forces:R:3:lowdin_charge:R:1 method="wB97M-V/def2-TZVPD" lumo_ev=0.0 orbital_gap_ev=8.46 smiles="O=S(=O)(c1ccc(F)cc1)[C@]1(c2ccc(I)c(F)c2)CCN(Cc2ccccc2)C1" total_energy_ev=-54130.20596
O -0.544514 2.598095 -0.670610 0.790 -1.529 -0.744 -0.31
S 0.590375 1.664234 -0.634209 -0.419 1.660 0.445 0.78
O 1.521984 1.980734 0.452303 -0.342 -1.180 -1.420 -0.31
C 1.454789 1.660069 -2.270560 -0.307 0.489 0.718 -0.26
C 2.793421 1.289655 -2.296532 0.799 -0.001 -1.214 -0.04
C 3.507871 1.320000 -3.526074 -0.081 0.158 0.335 0.01
C 2.887832 1.746616 -4.692714 -0.453 0.107 0.524 -0.24
F 3.582279 1.769066 -5.879993 -0.913 0.023 1.369 0.05
C 1.559199 2.192482 -4.620593 -0.565 -0.009 -1.268 0.00
C 0.820254 2.157726 -3.424864 0.997 -0.238 -0.129 -0.04
C -0.041818 -0.084142 -0.471870 -0.067 -1.142 0.127 -0.39
C 1.126594 -1.064737 -0.489648 1.342 0.757 0.498 -0.19
C 2.034082 -1.053902 0.597165 0.008 0.197 -0.200 -0.03
C 3.182725 -1.831623 0.544546 0.017 -0.392 0.081 -0.13
C 3.471458 -2.620101 -0.563541 1.217 -0.820 0.245 -0.53
I 5.252347 -3.963179 -0.526581 -1.594 1.219 -0.121 0.77
C 2.609168 -2.612312 -1.636676 -0.327 -0.421 0.580 -0.35
F 2.818199 -3.440850 -2.661383 0.045 0.146 -0.354 0.05
C 1.442014 -1.863639 -1.588964 -0.780 0.638 -0.812 0.04
C -1.127544 -0.468682 -1.481422 -0.462 0.271 -1.046 -0.12
C -2.460272 0.014886 -0.894407 0.659 0.010 -0.239 -0.19
N -2.251043 -0.185480 0.514109 -0.532 0.063 1.028 -0.14
C -3.134320 0.554721 1.448592 0.509 -0.283 -0.623 -0.13
C -2.872511 0.142911 2.877818 -0.044 0.449 -0.237 -0.23
C -2.264287 1.069659 3.753248 -0.450 -1.498 0.283 -0.04
C -2.095129 0.684322 5.087034 0.111 0.528 -0.205 -0.08
C -2.526776 -0.574990 5.531690 0.193 0.489 -0.323 -0.10
C -3.093037 -1.491270 4.644607 0.061 0.573 -0.327 -0.08
C -3.270623 -1.130559 3.299974 0.421 0.466 1.318 -0.04
C -0.816523 -0.174158 0.850110 -0.575 0.109 0.194 -0.12
H 3.362903 1.018431 -1.407377 -0.459 -0.012 -0.073 0.12
H 4.567479 1.080640 -3.573339 -0.206 -0.127 0.172 0.12
H 1.076878 2.519707 -5.576100 0.443 -0.164 1.067 0.13
H -0.188897 2.562886 -3.391786 0.182 -0.233 0.052 0.12
H 1.913244 -0.382685 1.462229 -0.216 -0.466 -0.547 0.13
H 3.843984 -1.909454 1.395671 0.033 0.276 0.046 0.10
H 0.780432 -1.839169 -2.477718 0.578 -0.235 0.617 0.14
H -0.917544 -0.051850 -2.485050 -0.207 -0.333 0.324 0.12
H -1.224168 -1.579640 -1.555053 0.516 0.828 0.070 0.14
H -3.268652 -0.586959 -1.304377 -0.216 -0.169 0.171 0.12
H -2.679342 1.045076 -1.140079 0.086 0.601 -0.159 0.11
H -2.943386 1.640606 1.356485 -0.295 -0.168 -0.071 0.12
H -4.193282 0.323057 1.203960 0.635 0.246 -0.087 0.13
H -1.926042 2.049557 3.418177 -0.186 -0.260 -0.063 0.11
H -1.624743 1.445399 5.735576 -0.351 -0.817 -0.018 0.11
H -2.425262 -0.819627 6.575174 0.064 -0.130 0.181 0.09
H -3.426947 -2.463119 4.998195 0.080 0.143 -0.037 0.10
H -3.748426 -1.843253 2.650079 -0.016 0.077 -0.429 0.11
H -0.611118 -1.135822 1.323495 0.428 0.193 0.188 0.14
H -0.523304 0.640670 1.521280 -0.152 -0.088 0.115 0.12

---

# 7
23
Properties=species:S:1:pos:R:3:forces:R:3:lowdin_charge:R:1 method="wB97M-V/def2-TZVPD" charge=-1 lumo_ev=1.4 orbital_gap_ev=6.49 e_above_lowest_kcal_mol=0.0 total_energy_ev=-25426.43577
Na 2.641269 -1.035637 0.487642 -0.217 0.976 0.555 0.63
Na 1.362168 0.439455 -1.681593 -0.445 0.785 -0.614 0.54
O 3.230456 1.328115 0.109631 -0.332 -1.860 -0.733 -0.49
H 2.307631 1.514002 -0.092664 -0.042 0.806 0.592 -0.17
O -0.572823 1.701756 -2.329562 0.873 -0.435 0.790 -0.47
H -1.064591 1.068847 -1.791130 -0.446 -0.050 -0.326 -0.11
O 0.292547 -0.781399 0.254807 0.793 0.185 -0.764 -0.42
H 0.053219 0.102973 -0.066398 -0.340 -0.239 0.473 -0.04
O -2.261894 -1.294131 1.140085 0.602 0.082 -0.294 -0.08
H -2.703030 -1.901797 0.544077 -0.024 -0.097 0.026 0.01
H -1.354253 -1.141727 0.745319 -0.819 -0.030 0.626 -0.02
O 0.697429 -3.154733 1.735776 0.489 0.148 -0.339 -0.06
H 1.139284 -3.794497 1.167516 -0.228 -0.070 0.017 0.03
H 0.396739 -2.444390 1.134220 -0.174 0.011 0.267 -0.01
O -1.091448 -1.842776 -1.783263 0.242 -0.224 -0.002 -0.09
H -0.623090 -1.482323 -0.987865 0.005 -0.138 -0.226 -0.04
H -2.005708 -1.928785 -1.510491 -0.124 0.107 -0.122 0.01
O -0.294429 1.487588 1.997782 0.252 -0.244 -0.165 -0.08
H -0.019028 0.622084 1.637920 -0.129 0.506 0.351 -0.01
H 0.046873 2.151551 1.374755 -0.138 -0.044 0.060 0.00
O -0.066720 3.427538 -0.297225 -0.177 0.003 0.349 -0.11
H 0.346973 4.132590 -0.799460 0.077 -0.076 -0.022 0.02
H -0.457581 2.825697 -0.989888 0.303 -0.100 -0.497 -0.02